# 1
Entry from the OMol25 dataset: a cluster of 13 separate species, C15H56O13 in total (ωB97M-V/def2-TZVPD).

ORCA input file:
```
! RIJCOSX wB97M-V def2-TZVPD def2/J DEFGRID3
* xyz 0 1
O -4.589 3.724 0.474
H -3.719 4.098 0.332
H -5.030 4.354 1.044
O -3.472 0.647 2.465
H -4.171 0.526 3.108
H -3.739 0.112 1.717
O 1.177 -3.427 -2.433
H 0.317 -3.713 -2.126
H 1.672 -4.238 -2.548
O 1.326 0.996 -2.255
H 1.120 0.920 -1.323
H 0.480 0.912 -2.695
O -1.540 -3.364 1.569
H -2.043 -3.239 2.373
H -0.662 -3.048 1.784
O -0.865 0.773 -3.686
H -1.653 1.317 -3.682
H -1.173 -0.093 -3.954
O -0.759 -2.488 -4.269
H -0.040 -2.649 -3.658
H -0.330 -2.345 -5.112
O -1.248 -4.055 -1.563
H -1.941 -4.612 -1.917
H -1.449 -3.985 -0.629
C 2.939 1.832 3.552
C 4.282 1.263 3.316
C 4.700 1.634 1.883
O 5.272 1.759 4.172
H 3.010 2.885 3.823
H 2.310 1.435 4.349
H 2.380 1.744 2.621
H 4.225 0.175 3.309
H 4.065 1.051 1.215
H 5.769 1.455 1.768
H 4.627 2.702 1.677
H 4.952 1.405 5.005
C 2.156 4.153 -0.424
C 2.439 5.562 -0.063
C 3.903 5.824 0.345
O 2.191 6.314 -1.172
H 2.559 3.625 -1.288
H 1.090 3.962 -0.548
H 2.589 3.513 0.346
H 1.751 5.887 0.717
H 4.234 5.140 1.126
H 4.228 6.841 0.569
H 4.628 5.524 -0.411
H 2.953 6.287 -1.755
C -1.232 1.532 -0.232
C -0.660 0.173 0.224
C -1.170 -0.964 -0.560
O 0.780 0.276 0.274
H -0.768 2.380 0.274
H -2.302 1.558 -0.026
H -1.062 1.825 -1.268
H -1.065 0.000 1.221
H -0.652 -1.873 -0.252
H -0.945 -0.855 -1.621
H -2.243 -1.028 -0.380
H 0.935 0.689 1.126
C -7.041 -3.036 -1.852
C -6.505 -1.627 -2.051
C -5.028 -1.602 -2.346
O -7.080 -1.064 -3.224
H -6.345 -3.831 -2.118
H -8.002 -3.144 -2.353
H -7.292 -3.200 -0.804
H -6.673 -1.019 -1.162
H -4.718 -0.557 -2.373
H -4.953 -2.014 -3.352
H -4.589 -2.257 -1.594
H -6.938 -1.614 -3.998
C 3.228 -4.337 2.288
C 2.728 -2.890 2.031
C 3.202 -2.399 0.740
O 1.317 -2.854 2.085
H 4.306 -4.450 2.404
H 2.875 -4.981 1.482
H 2.753 -4.592 3.235
H 3.090 -2.253 2.838
H 2.769 -2.964 -0.086
H 4.285 -2.445 0.851
H 2.882 -1.372 0.568
H 1.191 -2.305 2.862
*
```

Calculated values
LUMO energy	0.0	eV
orbital gap	9.51	eV
energy relative to the best compared isomer or geometry (same formula, charge and spin)	1.612	eV

Atom charges from the Löwdin analysis, given in e for atoms 1 to 6:
1 O -0.056
2 H 0.026
3 H 0.028
4 O -0.050
5 H 0.033
6 H 0.024

# 2
Entry from the OMol25 dataset: the molecule C16H25N5O2 (ωB97M-V/def2-TZVPD).

ORCA input file:
```
! RIJCOSX wB97M-V def2-TZVPD def2/J DEFGRID3
* xyz 0 1
C -0.206 -0.192 5.064
C -0.101 -0.087 3.753
C -0.033 -1.258 2.814
N 1.155 -1.237 1.972
C 1.478 -0.204 1.138
N 2.750 0.165 1.010
C 2.743 1.118 0.056
C 1.459 1.344 -0.405
C 1.169 2.318 -1.401
O 0.080 2.611 -1.868
N 2.333 2.966 -1.836
C 3.632 2.763 -1.398
O 4.568 3.394 -1.846
N 3.814 1.805 -0.423
C 5.137 1.535 0.094
H 5.840 2.165 -0.447
H 5.377 0.482 -0.051
H 5.169 1.760 1.160
C 2.130 3.976 -2.862
H 1.667 3.518 -3.735
H 3.097 4.399 -3.120
H 1.464 4.751 -2.482
N 0.644 0.477 0.313
C -0.760 0.302 0.031
C -1.031 -1.031 -0.671
C -2.526 -1.244 -0.891
C -2.808 -2.572 -1.591
C -4.288 -2.786 -1.907
C -5.148 -2.973 -0.662
H -5.165 -2.070 -0.057
H -4.765 -3.790 -0.054
H -6.172 -3.208 -0.944
H -4.660 -1.934 -2.480
H -4.383 -3.674 -2.536
H -2.451 -3.394 -0.965
H -2.243 -2.600 -2.525
H -3.037 -1.220 0.073
H -2.919 -0.425 -1.498
H -0.623 -1.852 -0.076
H -0.515 -1.031 -1.633
H -1.049 1.128 -0.624
H -1.340 0.377 0.955
H 1.992 -1.515 2.470
H -0.008 -2.193 3.377
H -0.920 -1.274 2.176
H -0.034 0.884 3.280
H -0.247 0.672 5.704
H -0.267 -1.152 5.551
*
```

Calculated values
LUMO energy	0.7	eV
structure (SMILES)	C=CCNc1nc2c(c(=O)n(C)c(=O)n2C)n1CCCCCC
orbital gap	8.49	eV
energy relative to the best compared isomer or geometry (same formula, charge and spin)	0.869	eV

Atom charges from the Löwdin analysis, given in e for atoms 1 to 6:
1 C 0.012
2 C -0.164
3 C -0.199
4 N 0.069
5 C -0.347
6 N 0.197

# 3
Entry from the OMol25 dataset: a cluster of 2 separate species, C2H4O4S in total (ωB97M-V/def2-TZVPD).

ORCA input file:
```
! RIJCOSX wB97M-V def2-TZVPD def2/J DEFGRID3
* xyz 0 1
C 1.513 0.448 0.484
C -2.166 0.918 -0.169
O 1.342 -1.005 0.491
O -0.337 -1.883 -1.186
O -2.333 0.339 -1.136
O -1.905 1.419 0.826
S -0.129 -1.695 0.404
H 0.542 0.937 0.631
H 1.934 0.737 1.366
H 2.166 0.783 -0.245
H -0.627 -0.997 -1.467
*
```

Calculated values
LUMO energy	0.4	eV
structure (SMILES)	O=C=O.COSO
orbital gap	9.14	eV
energy relative to the best compared isomer or geometry (same formula, charge and spin)	0.465	eV

Atom charges from the Löwdin analysis, given in e for atoms 1 to 6:
1 C -0.098
2 C -0.472
3 O -0.534
4 O -0.411
5 O 0.205
6 O 0.209